{"formula": "C40H57BrGeN8O8PbSSbSe4", "method": "ωB97M-V with the def2-TZVPD basis set", "e_above_lowest_kcal_mol": 16.8, "total_charge": 0, "orbital_gap_ev": [5.58, 3.95], "multiplicity": 2, "s2": 0.757, "homo_energy_ev": [-7.21, -7.21], "symbols": ["Pb", "C", "C", "C", "C", "O", "Ge", "O", "C", "C", "C", "C", "O", "C", "C", "C", "C", "H", "H", "H", "H", "H", "H", "H", "H", "H", "H", "H", "H", "H", "H", "H", "H", "H", "H", "H", "H", "H", "H", "H", "H", "H", "H", "H", "Br", "C", "C", "C", "C", "C", "C", "N", "N", "C", "C", "C", "C", "O", "C", "N", "C", "C", "C", "C", "H", "H", "H", "H", "H", "H", "H", "H", "H", "Se", "Sb", "Se", "Se", "Se", "C", "C", "C", "C", "N", "N", "C", "H", "H", "H", "H", "H", "H", "H", "H", "C", "C", "S", "O", "O", "C", "C", "N", "C", "N", "C", "C", "N", "O", "O", "C", "H", "H", "H", "H", "H", "H", "H", "H", "H", "H", "H", "H", "H"], "coordinates": [[0.13, 0.18, -0.17], [1.59, -4.58, -0.96], [1.87, -3.08, -0.80], [3.11, -2.88, 0.06], [2.08, -2.47, -2.19], [0.77, -2.44, -0.17], [-0.55, -3.29, 0.85], [0.23, -1.72, 2.68], [-0.22, -1.87, 4.03], [-1.73, -1.57, 4.04], [0.49, -0.96, 5.03], [0.02, -3.33, 4.42], [-1.82, -2.43, -0.12], [-3.14, -2.77, -0.47], [-4.04, -2.74, 0.76], [-3.63, -1.77, -1.52], [-3.18, -4.18, -1.07], [2.39, -5.05, -1.54], [0.65, -4.73, -1.48], [1.54, -5.05, 0.02], [3.97, -3.41, -0.35], [2.91, -3.24, 1.07], [3.34, -1.82, 0.10], [2.93, -2.94, -2.68], [2.27, -1.40, -2.11], [1.19, -2.62, -2.80], [-1.91, -0.50, 4.07], [-2.19, -2.02, 4.92], [-2.18, -1.99, 3.15], [0.37, 0.09, 4.76], [1.55, -1.18, 5.07], [0.05, -1.11, 6.01], [-0.60, -3.99, 3.81], [-0.22, -3.48, 5.47], [1.07, -3.59, 4.27], [-3.97, -1.76, 1.25], [-3.72, -3.50, 1.47], [-5.08, -2.92, 0.49], [-3.72, -0.79, -1.06], [-4.59, -2.07, -1.92], [-2.91, -1.71, -2.33], [-2.80, -4.90, -0.35], [-2.55, -4.23, -1.96], [-4.19, -4.46, -1.35], [8.48, 7.63, -7.85], [7.00, 6.61, -7.22], [7.08, 5.98, -5.99], [6.03, 5.21, -5.55], [4.88, 5.07, -6.34], [4.81, 5.73, -7.57], [5.87, 6.50, -8.01], [3.78, 4.32, -5.97], [3.82, 3.69, -4.88], [2.80, 2.96, -4.39], [1.56, 2.76, -5.02], [0.58, 2.01, -4.44], [0.73, 1.40, -3.17], [-0.18, 0.72, -2.63], [2.00, 1.62, -2.49], [2.15, 1.10, -1.26], [3.31, 1.21, -0.65], [4.41, 1.86, -1.22], [4.26, 2.46, -2.44], [3.03, 2.35, -3.11], [7.97, 6.09, -5.38], [6.07, 4.71, -4.59], [3.92, 5.63, -8.16], [5.82, 7.00, -8.96], [1.40, 3.21, -5.99], [-0.37, 1.85, -4.94], [3.38, 0.79, 0.34], [5.35, 1.87, -0.69], [5.06, 3.01, -2.90], [4.38, -2.21, 4.88], [4.32, -0.74, 2.95], [1.54, -0.46, 2.22], [5.94, -1.06, 1.15], [3.92, 1.66, 3.33], [1.68, 4.64, 3.47], [1.04, 4.14, 2.24], [0.44, 4.78, 1.17], [0.04, 3.76, 0.29], [0.37, 2.58, 0.80], [0.96, 2.83, 1.97], [-0.67, 3.92, -0.99], [1.63, 5.73, 3.53], [2.72, 4.33, 3.50], [1.19, 4.22, 4.35], [0.30, 5.83, 1.03], [1.39, 2.09, 2.51], [-0.40, 4.86, -1.46], [-1.75, 3.91, -0.81], [-0.43, 3.10, -1.66], [-4.94, 6.32, -4.07], [-5.84, 6.49, -2.86], [-6.45, 4.86, -2.31], [-7.64, 5.03, -1.54], [-6.48, 3.96, -3.43], [-5.13, 4.23, -1.19], [-5.47, 2.77, -0.93], [-4.40, 2.08, -0.26], [-3.26, 1.66, -0.84], [-2.42, 1.16, 0.05], [-3.02, 1.23, 1.25], [-4.27, 1.80, 1.09], [-5.25, 1.98, 2.09], [-4.92, 1.64, 3.21], [-6.34, 2.43, 1.79], [-3.02, 1.72, -2.30], [-4.66, 7.28, -4.49], [-5.48, 5.75, -4.83], [-4.04, 5.77, -3.81], [-6.73, 7.07, -3.10], [-5.33, 6.93, -2.01], [-5.16, 4.83, -0.29], [-4.19, 4.35, -1.72], [-5.65, 2.29, -1.90], [-6.38, 2.72, -0.33], [-2.58, 0.88, 2.15], [-3.87, 1.29, -2.83], [-2.11, 1.16, -2.53], [-2.90, 2.74, -2.64]], "lowdin_spin": [0.01, 0.00, 0.00, 0.00, 0.00, 0.00, 0.00, 0.01, 0.00, 0.00, 0.00, 0.00, 0.00, 0.00, 0.00, 0.00, 0.00, 0.00, 0.00, 0.00, 0.00, 0.00, 0.00, 0.00, 0.00, 0.00, 0.00, 0.00, 0.00, 0.00, 0.00, 0.00, 0.00, 0.00, 0.00, 0.00, 0.00, 0.00, 0.00, 0.00, 0.00, 0.00, 0.00, 0.00, 0.00, 0.00, 0.00, 0.00, 0.00, 0.00, 0.00, 0.00, 0.00, 0.00, 0.00, 0.00, 0.00, 0.00, 0.00, 0.00, 0.00, 0.00, 0.00, 0.00, 0.00, 0.00, 0.00, 0.00, 0.00, 0.00, 0.00, 0.00, 0.00, 0.01, 0.01, 0.05, 0.08, 0.81, 0.00, 0.00, 0.00, 0.00, 0.00, 0.00, 0.00, 0.00, 0.00, 0.00, 0.00, 0.01, 0.00, 0.00, 0.00, 0.00, 0.00, 0.00, 0.00, 0.00, 0.00, 0.00, 0.00, 0.00, 0.00, 0.00, 0.00, 0.00, 0.00, 0.00, 0.00, 0.00, 0.00, 0.00, 0.00, 0.00, 0.00, 0.00, 0.00, 0.00, 0.00, 0.00, 0.00, 0.00]}

=====

{"formula": "C14H26BBr2Cl4FMgN3O7", "method": "ωB97M-V with the def2-TZVPD basis set", "e_above_lowest_kcal_mol": 27.4, "total_charge": 1, "orbital_gap_ev": 1.01, "homo_energy_ev": -9.94, "symbols": ["C", "C", "O", "B", "O", "N", "C", "C", "N", "C", "C", "C", "N", "C", "C", "C", "C", "O", "H", "H", "H", "H", "H", "H", "H", "H", "H", "H", "H", "H", "H", "H", "H", "H", "H", "H", "H", "H", "H", "F", "Br", "C", "C", "Br", "H", "H", "H", "H", "C", "Cl", "Cl", "Cl", "H", "O", "Cl", "O", "O", "O", "Mg"], "coordinates": [[1.04, -1.16, 1.17], [1.55, -0.41, -0.10], [0.78, 0.80, -0.31], [-0.20, 0.67, -1.26], [-0.92, -0.50, -1.30], [-0.40, 1.85, -2.17], [0.39, 2.09, -3.32], [-0.07, 3.23, -3.93], [-1.18, 3.73, -3.16], [-1.28, 2.85, -2.16], [-2.39, 2.95, -1.08], [-3.53, 1.92, -1.48], [-3.59, 0.77, -0.57], [-4.26, 1.11, 0.71], [-3.17, 1.25, 1.85], [-4.29, -0.31, -1.25], [-3.88, -1.79, -1.03], [-5.21, -0.10, -2.00], [1.58, -0.79, 2.06], [-0.05, -1.05, 1.31], [1.28, -2.23, 1.02], [2.59, -0.08, 0.09], [1.53, -1.10, -0.96], [-1.14, -0.77, -2.21], [1.21, 1.46, -3.66], [0.29, 3.71, -4.88], [-1.74, 4.55, -3.34], [-1.98, 2.75, -0.07], [-2.76, 3.99, -1.09], [-3.34, 1.53, -2.50], [-4.48, 2.50, -1.55], [-4.87, 2.02, 0.58], [-4.91, 0.26, 0.98], [-2.17, 1.03, 1.45], [-3.15, 2.32, 2.17], [-3.38, 0.59, 2.71], [-3.07, -2.10, -1.73], [-3.47, -1.90, -0.01], [-4.73, -2.46, -1.21], [0.27, 2.76, -6.18], [3.98, -2.76, 2.41], [3.47, -4.16, 3.63], [3.02, -5.40, 2.89], [1.23, -5.19, 2.19], [2.70, -3.74, 4.29], [4.38, -4.36, 4.22], [2.95, -6.27, 3.57], [3.66, -5.66, 2.05], [0.18, 6.26, -1.09], [-1.00, 7.47, -1.61], [1.47, 6.09, -2.28], [0.84, 6.67, 0.49], [-0.33, 5.31, -1.01], [7.94, -6.16, 2.39], [7.37, -4.87, 2.64], [8.25, -4.07, 3.43], [6.11, -5.06, 3.38], [7.05, -4.21, 1.40], [3.81, -5.87, 5.42]], "nbo_charge": [-0.64, -0.07, -0.70, 1.29, -0.88, -0.60, -0.08, 0.01, -0.51, 0.50, -0.48, -0.21, -0.53, -0.22, -0.63, 0.72, -0.71, -0.54, 0.21, 0.22, 0.21, 0.20, 0.18, 0.51, 0.26, 0.35, 0.46, 0.25, 0.24, 0.22, 0.21, 0.20, 0.21, 0.21, 0.21, 0.22, 0.23, 0.22, 0.25, -0.66, 0.20, -0.60, -0.48, 0.10, 0.24, 0.19, 0.10, 0.30, -0.29, 0.02, 0.04, 0.03, 0.20, -0.81, 2.55, -0.81, -0.98, -0.80, 1.47]}

=====

{"formula": "C5H14N4", "method": "ωB97M-V with the def2-TZVPD basis set", "smiles": "NCC(N)=C(N)N.C=C", "e_above_lowest_kcal_mol": 24.2, "total_charge": 0, "orbital_gap_ev": 8.12, "homo_energy_ev": -7.10, "symbols": ["C", "C", "C", "N", "C", "C", "N", "N", "N", "H", "H", "H", "H", "H", "H", "H", "H", "H", "H", "H", "H", "H", "H"], "coordinates": [[0.30, -0.25, -1.57], [-0.96, -2.56, 0.79], [-0.96, -1.76, 1.84], [-1.16, -0.35, -1.52], [0.28, 1.36, 0.42], [0.88, 0.80, -0.64], [-1.07, 1.23, 0.75], [1.01, 2.18, 1.29], [2.25, 1.15, -0.88], [-1.47, -1.12, -2.10], [-1.22, 1.24, 1.75], [-1.56, 0.50, -1.90], [0.47, 2.98, 1.61], [1.88, 2.45, 0.86], [2.44, 1.19, -1.87], [2.88, 0.44, -0.49], [0.66, -0.03, -2.59], [0.69, -1.24, -1.29], [-1.87, -2.86, 0.30], [-0.05, -2.95, 0.38], [-0.05, -1.46, 2.32], [-1.88, -1.38, 2.26], [-1.49, 0.43, 0.30]], "nbo_charge": [-0.23, -0.38, -0.39, -0.85, 0.36, -0.07, -0.85, -0.84, -0.85, 0.36, 0.37, 0.36, 0.37, 0.40, 0.36, 0.35, 0.16, 0.18, 0.19, 0.19, 0.20, 0.19, 0.42]}

=====

{"formula": "C4H11N3", "method": "ωB97M-V with the def2-TZVPD basis set", "smiles": "C/C=[NH+]/C=C(/N)[NH3+]", "e_above_lowest_kcal_mol": 51.4, "total_charge": 2, "orbital_gap_ev": 9.31, "homo_energy_ev": -18.04, "symbols": ["C", "C", "C", "C", "N", "N", "N", "H", "H", "H", "H", "H", "H", "H", "H", "H", "H", "H"], "coordinates": [[-1.22, 0.25, 1.29], [-0.10, 0.85, 0.91], [2.00, 0.52, -0.82], [2.42, -0.14, -2.05], [-2.17, 0.81, 2.08], [-1.81, -1.06, 0.86], [0.75, 0.37, -0.28], [0.22, 1.84, 1.30], [2.72, 1.23, -0.34], [3.44, -0.74, -1.84], [2.47, 0.49, -2.86], [1.52, -0.79, -2.42], [-1.93, 1.73, 2.45], [-2.41, 0.13, 2.88], [-1.23, -1.87, 0.86], [-2.22, -0.84, -0.09], [0.30, -0.27, -1.02], [-2.75, -1.24, 1.42]], "nbo_charge": [0.31, -0.09, 0.35, -0.72, -0.76, -0.72, -0.49, 0.29, 0.26, 0.33, 0.31, 0.23, 0.44, 0.41, 0.47, 0.47, 0.42, 0.50]}

=====

{"formula": "C38H34Cl2IrN6O2SSi2", "method": "ωB97M-V with the def2-TZVPD basis set", "e_above_lowest_kcal_mol": 102.2, "total_charge": 0, "orbital_gap_ev": [5.36, 5.89], "multiplicity": 2, "s2": 0.760, "homo_energy_ev": [-6.45, -6.98], "symbols": ["Ir", "Cl", "C", "C", "C", "N", "C", "O", "C", "C", "C", "C", "C", "N", "C", "C", "C", "Cl", "N", "C", "O", "C", "C", "C", "C", "C", "N", "H", "H", "H", "H", "H", "H", "H", "H", "H", "H", "C", "Si", "C", "C", "C", "C", "C", "C", "C", "Si", "C", "C", "H", "H", "H", "H", "H", "H", "H", "H", "H", "H", "H", "H", "H", "H", "H", "H", "S", "C", "C", "C", "N", "C", "C", "C", "C", "C", "N", "C", "C", "H", "H", "H", "H", "H", "H", "H", "H"], "coordinates": [[-0.56, -0.29, -0.44], [2.93, -0.92, 5.99], [1.75, -0.97, 4.71], [2.09, -0.48, 3.46], [1.18, -0.45, 2.42], [1.68, 0.13, 1.24], [1.04, 0.99, 0.53], [1.59, 1.32, -0.69], [-0.06, 1.93, 0.87], [-0.40, 2.95, -0.11], [-1.18, 4.03, 0.47], [-1.67, 3.94, 1.74], [-1.36, 2.82, 2.54], [-0.55, 1.89, 2.11], [-0.09, -1.04, 2.58], [-0.42, -1.53, 3.84], [0.48, -1.48, 4.90], [-0.04, -2.08, 6.45], [-0.95, -1.16, 1.46], [-2.05, -1.92, 1.50], [-2.56, -2.56, 2.42], [-2.76, -2.01, 0.15], [-3.81, -2.91, 0.00], [-4.41, -3.04, -1.24], [-3.97, -2.25, -2.29], [-2.93, -1.37, -2.06], [-2.34, -1.25, -0.86], [3.08, -0.06, 3.30], [0.44, 3.30, -0.71], [-1.37, 4.91, -0.13], [-2.25, 4.75, 2.15], [-1.74, 2.74, 3.56], [-1.38, -1.97, 4.01], [-4.10, -3.49, 0.87], [-5.22, -3.74, -1.38], [-4.40, -2.32, -3.28], [-2.54, -0.73, -2.84], [-0.42, -3.39, -2.03], [0.65, -2.10, -1.17], [1.44, -3.03, 0.26], [2.14, -1.77, -2.31], [2.40, -2.83, -3.19], [3.58, -2.93, -3.92], [4.55, -1.95, -3.79], [4.30, -0.87, -2.96], [3.11, -0.75, -2.23], [3.09, 0.90, -1.35], [4.46, 1.05, -0.11], [3.24, 2.21, -2.66], [0.06, -4.38, -2.00], [-0.64, -3.16, -3.07], [-1.37, -3.50, -1.50], [1.97, -3.89, -0.15], [0.69, -3.39, 0.97], [2.15, -2.41, 0.81], [1.68, -3.62, -3.31], [3.74, -3.78, -4.58], [5.49, -2.02, -4.33], [5.06, -0.10, -2.89], [5.43, 0.93, -0.59], [4.35, 0.29, 0.66], [4.44, 2.03, 0.38], [4.24, 2.25, -3.09], [3.02, 3.20, -2.25], [2.55, 2.01, -3.48], [-4.06, 2.98, -5.01], [-3.04, 2.59, -3.62], [-1.66, 2.59, -3.80], [-0.84, 2.44, -2.69], [-1.35, 2.31, -1.46], [-2.67, 2.25, -1.30], [-3.55, 2.37, -2.35], [-5.45, 1.93, -4.66], [-6.65, 2.46, -4.23], [-7.71, 1.59, -4.00], [-7.64, 0.28, -4.18], [-6.47, -0.22, -4.60], [-5.35, 0.55, -4.86], [-1.21, 2.67, -4.78], [0.24, 2.39, -2.76], [-3.00, 2.08, -0.28], [-4.61, 2.30, -2.17], [-6.76, 3.52, -4.07], [-8.66, 1.98, -3.66], [-6.44, -1.29, -4.75], [-4.44, 0.10, -5.21]], "lowdin_spin": [0.65, 0.00, 0.00, 0.01, 0.00, 0.09, 0.00, -0.01, 0.01, 0.00, 0.00, 0.01, 0.00, 0.00, 0.02, 0.00, 0.01, 0.00, 0.09, 0.01, 0.00, 0.00, 0.00, 0.00, 0.00, 0.01, 0.02, 0.00, 0.00, 0.00, 0.00, 0.00, 0.00, 0.00, 0.00, 0.00, 0.01, 0.00, 0.01, 0.00, 0.00, 0.00, 0.00, 0.00, 0.00, 0.00, 0.00, 0.00, 0.00, 0.00, 0.00, 0.00, 0.00, 0.00, 0.00, 0.00, 0.00, 0.00, 0.00, 0.00, 0.00, 0.00, 0.00, 0.00, 0.00, 0.00, 0.00, 0.00, 0.02, 0.03, 0.00, 0.00, 0.00, 0.00, 0.00, 0.00, 0.00, 0.00, 0.00, 0.00, 0.00, 0.00, 0.00, 0.00, 0.00, 0.00]}